{"formula": "C32H37N7O4PPdS", "method": "ωB97M-V/def2-TZVPD", "lumo_ev": [-11.09, -11.10], "mol_weight_g_mol": 753.154, "total_charge": 3, "fmax_ev_per_a": 3.0, "elements": ["Pd", "C", "O", "C", "O", "N", "N", "H", "H", "H", "H", "H", "H", "N", "P", "C", "C", "C", "C", "C", "C", "C", "C", "C", "C", "C", "C", "C", "C", "C", "C", "C", "N", "H", "H", "H", "H", "H", "H", "H", "H", "H", "H", "H", "H", "H", "H", "H", "C", "C", "N", "C", "S", "N", "C", "C", "H", "H", "H", "H", "H", "H", "H", "H", "H", "H", "H", "H", "O", "C", "N", "C", "O", "C", "C", "C", "C", "C", "C", "H", "H", "H", "H"], "coordinates": [[-0.2659, 0.3756, 0.1171], [0.5197, -0.7679, 5.3959], [0.0070, -1.0592, 4.0730], [0.3963, -0.4128, 3.0067], [-0.0504, -0.8197, 1.9106], [1.2276, 0.6323, 3.1151], [1.6857, 1.2325, 1.9362], [0.2496, -1.6249, 6.0022], [0.0385, 0.1260, 5.7889], [1.6041, -0.6661, 5.3886], [1.5230, 0.9832, 4.0142], [2.6792, 1.0525, 1.8235], [1.5527, 2.2430, 1.9419], [-3.2141, 0.6294, -0.6898], [-2.3125, -0.7848, -0.5988], [-3.2119, -1.9168, 0.4963], [-4.4211, -2.4031, -0.0172], [-5.2168, -3.1962, 0.7883], [-4.8153, -3.5088, 2.0828], [-3.6100, -3.0355, 2.5766], [-2.7978, -2.2341, 1.7851], [-2.3242, -1.4713, -2.2165], [-2.4924, -0.6647, -3.3555], [-2.5990, -1.2670, -4.5923], [-2.4908, -2.6516, -4.7049], [-2.2582, -3.4474, -3.5820], [-2.1608, -2.8647, -2.3376], [-3.0001, 1.7038, 0.1530], [-3.9338, 2.7264, 0.2976], [-3.6455, 3.7659, 1.1558], [-2.4342, 3.7747, 1.8494], [-1.5591, 2.7384, 1.6470], [-1.8421, 1.7155, 0.8184], [-4.0534, 0.6433, -1.2544], [-4.7394, -2.1690, -1.0253], [-6.1510, -3.5772, 0.3984], [-5.4507, -4.1227, 2.7070], [-3.2971, -3.2933, 3.5791], [-1.8597, -1.8702, 2.1650], [-2.5435, 0.4112, -3.2624], [-2.7574, -0.6614, -5.4739], [-2.5807, -3.1172, -5.6775], [-2.1623, -4.5190, -3.6888], [-1.9976, -3.4771, -1.4595], [-4.8667, 2.6900, -0.2487], [-4.3570, 4.5698, 1.2886], [-2.1741, 4.5791, 2.5213], [-0.5945, 2.7077, 2.1335], [5.8752, -1.3988, -1.1523], [4.9786, -0.6171, -0.2000], [3.5609, -0.6637, -0.6076], [2.5804, -1.4737, -0.2598], [1.0307, -1.2250, -1.0915], [2.6215, -2.4714, 0.6028], [3.7494, -3.2340, 1.1795], [3.9361, -2.9350, 2.6584], [6.8824, -1.4500, -0.7407], [5.9389, -0.9102, -2.1237], [5.5109, -2.4160, -1.3013], [5.2545, 0.4365, -0.2004], [5.0680, -0.9739, 0.8211], [3.3264, -0.0664, -1.3892], [1.7111, -2.8577, 0.8109], [4.6490, -3.0336, 0.6110], [3.5037, -4.2853, 1.0350], [4.2573, -1.9046, 2.8225], [4.6939, -3.5982, 3.0724], [3.0089, -3.1066, 3.2075], [-0.5179, 1.1563, -2.0139], [0.2317, 2.1439, -1.7517], [0.7109, 2.2131, -0.5202], [1.3820, 3.4238, -0.3160], [1.8565, 3.7742, 0.7344], [1.3570, 4.1258, -1.6451], [1.9054, 5.3253, -2.0262], [1.7572, 5.6936, -3.3688], [1.0945, 4.8746, -4.2721], [0.5326, 3.6590, -3.8754], [0.6683, 3.3090, -2.5494], [2.4333, 5.9523, -1.3205], [2.1719, 6.6327, -3.7094], [1.0115, 5.1823, -5.3056], [0.0249, 3.0220, -4.5870]], "forces_ev_per_angstrom": [[-2.096, -1.630, -1.438], [0.051, 0.067, 0.125], [0.035, -0.152, -0.276], [0.132, 0.591, 0.442], [-0.160, 0.338, -0.938], [-0.007, -0.027, -0.020], [0.118, -0.330, 0.322], [-0.041, 0.009, -0.019], [0.006, 0.029, -0.036], [0.016, -0.029, -0.066], [0.011, -0.086, 0.068], [-0.015, 0.033, 0.052], [0.068, 0.061, -0.032], [0.372, 0.045, -0.066], [-0.482, 0.035, 0.284], [0.786, 0.172, 0.053], [0.008, 0.053, -0.061], [-0.038, 0.008, -0.037], [-0.012, 0.011, 0.011], [0.015, 0.021, -0.028], [-0.124, -0.073, 0.066], [0.448, 0.101, 0.174], [-0.010, 0.012, 0.071], [0.030, -0.074, -0.064], [0.020, 0.034, 0.079], [0.012, 0.018, -0.118], [-0.078, 0.060, 0.042], [-0.067, 0.076, 0.123], [-0.043, -0.013, 0.047], [0.044, -0.046, -0.028], [0.017, -0.024, 0.024], [-0.044, 0.039, 0.096], [0.696, -0.366, -0.239], [0.044, -0.052, -0.061], [-0.014, -0.033, -0.007], [-0.010, 0.008, 0.018], [0.012, -0.030, -0.017], [-0.002, 0.016, 0.005], [0.029, 0.004, 0.020], [-0.046, -0.031, -0.008], [-0.019, -0.016, -0.007], [0.005, 0.004, -0.005], [-0.001, 0.000, 0.004], [-0.023, 0.000, -0.005], [-0.001, -0.006, 0.009], [-0.002, 0.003, -0.011], [0.003, 0.002, 0.001], [-0.043, 0.017, -0.014], [-0.003, 0.037, 0.054], [0.060, -0.143, -0.078], [0.068, -0.054, -0.159], [-0.082, 0.206, 0.339], [-0.421, 0.536, 0.331], [0.071, -0.121, -0.072], [-0.004, 0.130, 0.209], [-0.004, 0.012, -0.061], [0.009, 0.008, -0.018], [-0.039, -0.026, -0.016], [0.036, 0.005, -0.004], [-0.011, 0.012, 0.038], [-0.074, -0.016, 0.098], [-0.047, 0.021, 0.044], [-0.015, 0.008, -0.110], [0.032, 0.000, -0.080], [-0.005, 0.010, -0.041], [0.000, -0.004, 0.009], [0.015, 0.018, 0.013], [0.005, -0.011, 0.011], [-0.128, -0.695, 1.155], [0.678, 0.897, 0.483], [0.356, 0.138, -0.068], [-0.036, 0.074, -0.664], [0.026, 0.088, 0.133], [0.084, 0.006, 0.147], [-0.037, -0.027, -0.096], [0.008, 0.010, 0.037], [0.001, 0.024, -0.041], [-0.058, -0.047, 0.063], [-0.068, 0.012, -0.176], [0.000, 0.013, -0.004], [0.006, -0.009, -0.017], [0.002, 0.015, 0.005], [-0.023, 0.022, -0.001]], "lowdin_charge": [0.90, 0.02, 0.03, -0.53, -0.10, 0.06, 0.06, 0.11, 0.11, 0.10, 0.16, 0.11, 0.06, -0.06, 1.07, -0.32, -0.08, -0.03, -0.02, -0.04, -0.06, -0.37, -0.07, -0.03, 0.00, -0.03, -0.08, -0.34, 0.03, 0.01, -0.01, -0.09, 0.02, 0.14, 0.12, 0.13, 0.13, 0.12, 0.07, 0.10, 0.13, 0.13, 0.13, 0.12, 0.13, 0.14, 0.13, 0.10, -0.05, -0.20, 0.04, -0.67, 0.80, 0.05, -0.18, -0.06, 0.10, 0.09, 0.08, 0.13, 0.10, 0.13, 0.13, 0.10, 0.14, 0.07, 0.10, 0.08, -0.05, -0.42, 0.03, -0.38, 0.11, -0.09, 0.03, -0.01, -0.03, 0.02, -0.09, 0.14, 0.13, 0.12, 0.13]}